This record from the OMol25 dataset describes a structure of composition C13H4Cl5MgNS2. The level of theory is ωB97M-V/def2-TZVPD.

Geometry as ORCA input:
```
! RIJCOSX wB97M-V def2-TZVPD def2/J DEFGRID3
* xyz 0 1
Mg -0.243 1.396 -1.865
Cl -3.836 0.366 -2.100
C -3.269 1.198 -0.684
C -1.963 1.657 -0.674
C -1.542 2.291 0.479
Cl 0.122 2.852 0.476
C -2.345 2.496 1.594
Cl -1.745 3.295 2.992
C -3.657 2.030 1.542
Cl -4.698 2.258 2.890
C -4.127 1.376 0.399
Cl -5.745 0.794 0.348
S 1.595 1.632 -3.377
C 2.046 0.375 -2.300
N 1.207 -0.078 -1.391
C 1.761 -1.076 -0.606
C 1.123 -1.742 0.437
C 1.821 -2.721 1.119
C 3.136 -3.041 0.774
C 3.778 -2.385 -0.260
C 3.079 -1.400 -0.945
S 3.600 -0.399 -2.275
H 0.104 -1.485 0.693
H 1.340 -3.248 1.933
H 3.659 -3.811 1.325
H 4.798 -2.632 -0.526
*
```

The strongest force on any atom comes out at 0.44 eV/A. As for the HOMO energy: -8.57 eV. Its energy relative to the best compared isomer or geometry (same formula, charge and spin) is 0.4 kcal per mole. The HOMO-LUMO gap is 8.7278 eV. For the lowest unoccupied orbital energy, the calculation gives 0.0058 Ha. The calculation puts the total energy at -3850.0850 a.u.


This record from the OMol25 dataset describes a cluster of 12 separate species, C13H50N8O12 in total at a distorted geometry. The level of theory is ωB97M-V/def2-TZVPD.

Geometry as ORCA input:
```
! RIJCOSX wB97M-V def2-TZVPD def2/J DEFGRID3
* xyz 0 1
N -12.888 -16.948 25.032
C -11.767 -17.132 25.691
N -11.245 -16.074 26.185
O -11.137 -18.328 25.778
H -13.340 -17.790 24.604
H -13.416 -16.110 25.103
H -10.397 -16.227 26.694
H -11.630 -15.095 26.256
N -10.201 -8.446 25.842
C -10.638 -9.603 26.176
N -11.959 -9.684 25.895
O -9.781 -10.659 26.563
H -9.201 -8.305 25.655
H -10.747 -7.633 25.575
H -12.528 -10.590 26.179
H -12.442 -8.917 25.516
N -14.411 -9.226 22.213
C -15.420 -9.936 22.627
N -16.627 -9.432 22.339
O -15.278 -11.039 23.434
H -13.469 -9.556 22.510
H -14.480 -8.274 21.766
H -17.512 -9.767 22.713
H -16.691 -8.414 21.877
N -13.616 -12.693 24.817
C -13.373 -12.764 26.095
N -13.678 -11.666 26.735
O -12.570 -13.733 26.636
H -13.146 -13.255 24.162
H -14.161 -11.844 24.351
H -13.076 -11.440 27.538
H -14.615 -11.180 26.578
C -9.697 -14.762 23.363
C -10.946 -13.934 23.738
O -12.101 -14.541 23.249
H -9.830 -15.185 22.365
H -9.613 -15.529 24.045
H -8.726 -14.268 23.298
H -10.919 -12.989 23.229
H -11.074 -13.680 24.760
H -12.041 -15.441 23.522
C -13.883 -8.201 27.776
O -14.875 -7.731 26.856
H -14.018 -9.255 27.943
H -13.970 -7.720 28.745
H -12.940 -7.969 27.377
H -15.241 -6.963 27.253
C -16.546 -14.558 24.471
O -15.159 -14.707 24.000
H -17.172 -15.370 24.142
H -17.045 -13.751 24.107
H -16.631 -14.471 25.537
H -14.670 -13.911 24.184
C -11.005 -10.262 22.908
O -12.208 -10.540 23.441
H -10.388 -11.149 22.863
H -10.499 -9.561 23.604
H -11.114 -9.800 21.883
H -12.096 -10.301 24.393
C -11.185 -10.082 29.614
O -11.526 -11.113 28.708
H -10.352 -10.342 30.225
H -12.069 -9.954 30.262
H -10.986 -9.136 29.093
H -10.715 -11.316 28.244
C -9.195 -13.560 28.390
O -8.312 -12.668 27.667
H -8.783 -14.567 28.612
H -10.143 -13.683 27.787
H -9.468 -13.236 29.417
H -8.793 -12.094 27.148
C -13.112 -12.367 21.152
O -13.585 -12.172 19.790
H -12.126 -12.035 21.260
H -13.063 -13.451 21.286
H -13.830 -11.914 21.804
H -13.846 -11.237 19.592
C -17.170 -11.052 26.548
O -16.022 -10.344 26.800
H -17.024 -12.111 26.611
H -17.358 -10.946 25.498
H -18.075 -10.727 27.118
H -16.091 -9.448 26.511
*
```

The SMILES is NC(N)=O.NC(N)=O.NC(N)=O.NC(N)=O.CCO.CO.CO.CO.CO.CO.CO.CO. The strongest force on any atom comes out at 7.71 eV/A. As for the HOMO energy: -8.02 eV. Its energy relative to the best compared isomer or geometry (same formula, charge and spin) is 201.7 kcal per mole. The HOMO-LUMO gap is 7.3590 eV. For the lowest unoccupied orbital energy, the calculation gives -0.0243 Ha. The calculation puts the total energy at -1866.0863 a.u.


This record from the OMol25 dataset describes a structure of composition C13H52FeN26O17S at a distorted geometry. The level of theory is ωB97M-V/def2-TZVPD.

Geometry as ORCA input:
```
! RIJCOSX wB97M-V def2-TZVPD def2/J DEFGRID3
* xyz 0 5
Fe 1.044 -1.070 -0.532
S 0.799 1.830 1.230
O 1.256 1.211 2.482
O -0.473 2.539 1.505
O 1.763 2.760 0.644
O 0.438 0.745 0.225
C 0.726 1.297 -2.830
O 0.522 0.107 -2.611
N 0.015 1.927 -3.872
N 1.623 2.086 -2.184
H 0.083 2.878 -4.119
H -0.706 1.345 -4.414
H 1.440 3.097 -2.182
H 1.893 1.727 -1.301
C 0.848 -2.692 -2.935
O 1.180 -2.825 -1.753
N -0.350 -3.074 -3.403
N 1.698 -2.435 -3.946
H -0.648 -3.151 -4.403
H -1.037 -3.189 -2.643
H 2.523 -1.980 -3.552
H 1.341 -1.756 -4.600
C -2.070 -0.972 -0.629
O -1.089 -1.693 -0.487
N -3.143 -1.346 -1.439
N -2.226 0.250 -0.042
H -3.854 -0.674 -1.621
H -3.089 -2.133 -2.091
H -1.293 0.560 0.125
H -2.924 0.947 -0.395
C -3.093 -3.025 2.966
O -3.039 -4.075 2.337
N -3.769 -1.944 2.511
N -2.449 -2.790 4.154
H -4.104 -1.865 1.556
H -3.487 -1.056 2.859
H -2.304 -3.609 4.754
H -2.569 -1.893 4.656
C 0.526 -6.832 -1.045
O -0.077 -6.434 -0.048
N 0.328 -8.030 -1.630
N 1.604 -6.135 -1.632
H 1.115 -8.438 -2.124
H -0.589 -8.481 -1.664
H 1.538 -5.170 -1.349
H 1.649 -6.271 -2.621
C -0.689 5.069 -1.393
O 0.010 5.104 -2.414
N -1.383 6.123 -0.948
N -0.940 3.939 -0.664
H -2.068 5.923 -0.225
H -1.110 7.045 -1.241
H -0.208 3.258 -0.868
H -0.889 4.132 0.348
C -3.392 -4.528 -0.776
O -2.775 -4.164 -1.759
N -2.944 -5.560 0.033
N -4.661 -4.108 -0.495
H -3.332 -5.598 0.979
H -1.931 -5.633 0.093
H -4.738 -3.222 -0.970
H -4.731 -4.139 0.536
C -2.122 1.074 4.245
O -2.693 0.130 4.794
N -0.836 1.471 4.545
N -2.782 1.973 3.348
H -0.277 0.666 4.827
H -0.334 2.034 3.867
H -2.157 2.644 2.929
H -3.357 1.550 2.610
C 0.465 -2.677 1.755
O 1.458 -2.326 0.986
N 0.009 -1.832 2.626
N 0.045 -3.935 1.709
H 0.402 -0.902 2.516
H -0.706 -2.109 3.297
H 0.320 -4.441 0.879
H -0.771 -4.176 2.154
C -4.535 2.606 -2.135
O -4.240 1.421 -1.890
N -5.749 2.822 -2.828
N -3.798 3.717 -1.704
H -6.223 1.967 -3.097
H -6.344 3.596 -2.794
H -2.941 3.441 -1.254
H -3.652 4.594 -2.255
C 3.928 -0.378 -0.085
O 2.972 -0.372 -0.868
N 5.003 0.286 -0.405
N 3.974 -1.107 1.108
H 4.817 0.960 -1.132
H 5.607 0.767 0.307
H 4.750 -0.858 1.715
H 3.156 -1.651 1.333
C 4.091 5.407 -0.251
O 4.772 4.758 0.544
N 4.631 6.374 -1.096
N 2.724 5.400 -0.200
H 3.995 6.938 -1.662
H 5.577 6.192 -1.292
H 2.317 6.059 -0.826
H 2.153 4.673 0.102
C 5.801 2.040 3.025
O 6.393 1.314 3.793
N 4.444 2.255 2.969
N 6.479 2.608 1.925
H 4.108 3.004 2.337
H 3.893 2.091 3.777
H 7.465 2.646 2.103
H 5.985 3.378 1.506
*
```

As for the expectation value of S²: 6.006. The strongest force on any atom comes out at 4.59 eV/A. As for the HOMO energy (spin up / spin down): -8.79 / -7.83 eV. The HOMO-LUMO gap (spin up / spin down) is 8.9860 / 8.0270 eV. For the lowest unoccupied orbital energy (spin up / spin down), the calculation gives 0.0071 / 0.0071 Ha. The calculation puts the total energy at -4891.9288 a.u.